This record from the Open Molecules 2025 dataset describes an isolated molecule of C5H6O. The level of theory is ωB97M-V/def2-TZVPD.

Geometry (Å):
1 C -0.2335 1.0287 1.1866
2 C -0.6834 0.3657 0.2761
3 C 0.6538 -0.7701 -1.2603
4 C -0.2466 1.5916 2.4873
5 C 0.4592 -1.6266 -2.4090
6 O -0.5835 -0.3769 -0.8418
7 H -1.1768 1.4368 3.0017
8 H -0.0187 2.6239 2.5745
9 H 0.5813 1.3539 3.0880
10 H -0.4215 -1.4898 -3.0829
11 H 0.3461 -2.5514 -1.8950
12 H 1.3237 -1.5858 -3.1251

Output
**F_max**: 2.98 eV/Å
**E_HOMO**: -8.92 eV



This record from the Open Molecules 2025 dataset describes an isolated molecule of C3H6. The level of theory is ωB97M-V/def2-TZVPD.

Geometry (Å):
1 C -1.7718 -0.0847 -0.0215
2 C -0.0416 0.5257 -0.0224
3 C 1.2225 -0.2247 -0.0427
4 H -2.3134 0.7425 0.1478
5 H -1.8022 -0.9543 0.5189
6 H 0.0743 1.4883 -0.5717
7 H 1.1564 -1.1740 0.5511
8 H 2.0127 0.2026 0.5238
9 H 1.4632 -0.5214 -1.0833

Output
**F_max**: 6.84 eV/Å
**Multiplicity**: 3
**E_HOMO (alpha / beta)**: -7.30 / -10.67 eV



This record from the Open Molecules 2025 dataset describes a 2-piece molecular cluster, CH7N4S overall. The level of theory is ωB97M-V/def2-TZVPD.

Geometry (Å):
1 C -0.2394 0.0001 0.0502
2 N -3.2370 -0.9539 -0.7425
3 N 0.5283 -0.2083 -1.0028
4 N 0.3088 0.6461 1.0393
5 N 1.3530 1.5290 0.9672
6 S -3.3686 -2.4947 -0.4627
7 H -3.9859 -0.6305 -1.3384
8 H 1.5791 -0.1675 -0.9060
9 H -0.2901 0.8134 1.8585
10 H 0.3129 -0.5401 -1.9551
11 H 1.1679 2.5130 1.3125
12 H 1.9976 1.4771 0.1758
13 H -4.4272 -3.2299 -1.1905

Output
**F_max**: 2.77 eV/Å
**Multiplicity**: 3
**E_HOMO (alpha / beta)**: -11.30 / -13.65 eV
**Total charge**: +1



Calculated E, -269.1381; -117.6862; -659.0580 hartree (same order as the records).
Calculated energy above the lowest of the compared OMol25 structures with the same formula, charge and spin, 130.6; 0.0; 84.6 kcal/mol (same order as the records).